Density functional theory data (ωB97M-V/def2-TZVPD) for a cluster of 3 separate species, C3H11NO4 in total at a distorted geometry.

```
! RIJCOSX wB97M-V def2-TZVPD def2/J DEFGRID3
* xyz 0 1
O 2.0647 0.1666 1.5995
C 0.9535 -0.0836 1.9100
C -0.0211 -0.5348 0.8295
N -0.5953 0.7090 0.3714
C -0.3019 1.0110 -1.0280
O -1.6384 1.0439 -1.6508
H 0.5544 0.0386 2.8198
H -0.8790 -1.4517 1.2668
H 0.4963 -1.1323 0.0456
H -1.6725 0.7397 0.4451
H 0.1972 2.0097 -0.9798
H 0.3475 0.2599 -1.5538
H -1.7205 0.4928 -2.3516
H -0.8037 -1.0363 6.0080
H -1.4493 0.1891 5.5244
O -0.5967 -0.1919 5.7361
H 2.1330 -1.2898 -6.5634
H 1.6008 -0.0300 -6.1615
O 1.3311 -0.9099 -6.2673
*
```

Computed properties:
ΔE to the lowest compared entry with this formula, charge and spin in kJ/mol: 431.6
Orbital gap in hartree: 0.3533
E in hartree: -476.51328
Max |F| in Eh/bohr: 0.09760
LUMO in eV: 0.65
SMILES string: O=CCNCO.O.O

Density functional theory data (ωB97M-V/def2-TZVPD) for a structure of composition C40H41BeN4O3SiTe.

```
! RIJCOSX wB97M-V def2-TZVPD def2/J DEFGRID3
* xyz -1 1
Be -0.4680 0.2835 0.4001
C -12.4161 -5.1277 1.3455
O -11.6737 -4.5794 2.4134
C -10.4405 -4.0728 2.1235
C -9.7270 -3.5500 3.1993
C -8.4715 -3.0161 2.9948
C -7.8997 -2.9933 1.7258
C -8.6175 -3.5133 0.6575
C -9.8820 -4.0517 0.8486
N -6.5993 -2.4179 1.6290
N -6.1061 -2.4904 0.4893
C -4.8414 -1.9393 0.2856
C -4.3692 -2.0937 -1.0092
C -3.1317 -1.6439 -1.4717
C -2.2920 -0.9831 -0.5888
O -1.1220 -0.5015 -0.8423
C -2.7695 -0.8080 0.7676
N -1.8663 -0.1561 1.5245
C -2.1197 0.0766 2.7911
C -3.3315 -0.3282 3.3642
C -4.2691 -0.9856 2.6032
C -4.0090 -1.2620 1.2402
H -13.3501 -5.4808 1.7748
H -11.8905 -5.9681 0.8835
H -12.6319 -4.3756 0.5815
H -10.1767 -3.5738 4.1828
H -7.9057 -2.6064 3.8222
H -8.1764 -3.4926 -0.3292
H -10.4192 -4.4481 -0.0012
H -5.0326 -2.6105 -1.6924
H -2.8211 -1.7984 -2.4953
H -1.3471 0.5881 3.3540
H -3.5235 -0.1204 4.4079
H -5.2043 -1.3004 3.0338
C 2.4433 -1.3163 3.1158
Si 2.1135 -0.8685 1.3128
C 1.3349 -2.3458 0.4792
C 3.7327 -0.4358 0.4929
N 0.9454 0.4106 1.2117
C 1.2280 1.7352 1.4388
C 2.3006 2.2897 2.1442
C 2.4432 3.6698 2.2571
C 1.5330 4.5405 1.6821
C 0.4440 4.0243 0.9765
C 0.3255 2.6637 0.8890
O -0.6979 1.9909 0.2044
C -1.6867 2.6885 -0.4873
C -1.5809 2.7840 -1.8601
C -2.5973 3.4335 -2.5470
C -3.6815 3.9696 -1.8639
C -3.7615 3.8570 -0.4815
C -2.7562 3.2073 0.2198
H 3.1801 -2.1197 3.1962
H 1.5234 -1.6519 3.6014
H 2.8219 -0.4607 3.6798
H 1.9878 -3.2189 0.5531
H 1.1722 -2.1249 -0.5785
H 0.3749 -2.6067 0.9341
H 4.4046 -1.2988 0.4968
H 4.2491 0.3915 0.9826
H 3.5456 -0.1524 -0.5463
H 3.0323 1.6339 2.5967
H 3.2921 4.0667 2.8002
H 1.6647 5.6110 1.7622
H -0.2751 4.6738 0.4950
H -0.7173 2.3468 -2.3576
H -2.5374 3.5153 -3.6244
H -4.4699 4.4723 -2.4094
H -4.6085 4.2688 0.0516
H -2.7920 3.0988 1.2965
C 7.5536 2.7581 -3.5357
C 6.1484 2.2398 -3.3722
C 5.1878 2.9577 -2.6789
C 3.8830 2.4911 -2.5217
C 2.9103 3.3302 -1.7424
C 3.5027 1.2581 -3.0756
Te 1.5273 0.5035 -2.8435
C 4.4771 0.5210 -3.7782
C 4.1505 -0.8114 -4.3905
C 5.7685 1.0182 -3.9140
H 7.6866 3.6995 -3.0007
H 7.7948 2.9353 -4.5871
H 8.2887 2.0473 -3.1502
H 5.4564 3.9136 -2.2370
H 3.3767 4.2568 -1.4009
H 2.5359 2.7848 -0.8727
H 2.0321 3.5698 -2.3474
H 3.7818 -1.5059 -3.6328
H 5.0280 -1.2379 -4.8812
H 3.3409 -0.7149 -5.1167
H 6.5012 0.4288 -4.4596
*
```

Computed properties:
ΔE to the lowest compared entry with this formula, charge and spin in kJ/mol: 0.0
Orbital gap in hartree: 0.1589
E in hartree: -2566.10563
Max |F| in Eh/bohr: 0.00401
LUMO in eV: 1.38

Density functional theory data (ωB97M-V/def2-TZVPD) for a cluster of 2 separate species, C2H12N5 in total at a distorted geometry.

```
! RIJCOSX wB97M-V def2-TZVPD def2/J DEFGRID3
* xyz 1 1
C -1.1608 0.4879 -1.9456
C 1.8806 -0.2179 1.4956
N -1.5036 -1.2207 1.4861
N -0.6148 0.8764 1.2804
N 0.0554 -0.0785 -1.3465
N 0.6584 -0.9676 1.5679
N -0.5419 -0.4523 1.4089
H -2.0342 0.0887 -1.4255
H -1.1354 1.5734 -1.8331
H -1.2696 0.2568 -3.0108
H 2.7110 -0.9034 1.6467
H 2.0023 0.2448 0.5130
H 1.9244 0.5424 2.2786
H 0.0495 -1.0843 -1.5098
H -2.4290 -0.8179 1.3943
H 0.2040 1.3589 0.9248
H -1.4997 1.2419 0.9566
H 0.8474 0.2737 -1.8793
H 0.6677 -1.9746 1.6799
*
```

Computed properties:
ΔE to the lowest compared entry with this formula, charge and spin in kJ/mol: 463.6
Orbital gap in hartree: 0.3516
E in hartree: -356.81750
Max |F| in Eh/bohr: 0.02135
LUMO in eV: -4.09

Density functional theory data (ωB97M-V/def2-TZVPD) for a cluster of 2 separate species, C29H43BF6N3O7S2 in total at a distorted geometry.

```
! RIJCOSX wB97M-V def2-TZVPD def2/J DEFGRID3
* xyz 1 1
C -7.5005 3.4189 -2.6053
C -6.7137 2.5312 -2.8364
C -6.0330 1.2022 -3.0996
C -4.5063 1.4156 -3.3125
C -3.6464 1.8145 -2.0717
C -3.3973 0.7812 -0.8946
C -4.6724 0.6105 -0.0530
F -4.4615 0.5090 1.2975
F -5.4748 -0.4777 -0.2711
F -5.5373 1.6495 -0.1712
C -2.3878 1.6895 0.0160
C -2.9274 3.0742 0.4762
C -2.4145 4.1897 -0.2843
C -2.8013 5.5126 0.0801
C -3.6821 5.5236 1.1958
C -4.1539 4.3854 1.8735
N -3.7467 3.1668 1.5095
C -1.4919 0.9284 1.0441
B -1.6104 1.2378 2.6182
N -2.5095 0.5776 3.5875
O -0.8317 2.2573 3.1364
C -1.6745 -0.5906 0.7882
F -0.8219 -1.2066 1.6907
C -1.3939 -0.8244 -0.7542
O -0.4441 -0.0991 -1.3899
C 0.9481 -0.3434 -1.4804
C 1.8165 -0.0987 -0.1814
C 2.1297 1.4538 -0.1937
C 3.1023 -0.9841 -0.1416
C 3.5752 -1.2988 1.3160
C 2.7867 -2.5117 1.9460
C 3.4337 -0.1226 2.3258
S -0.9005 -2.6352 -0.7758
O 0.3575 -2.8599 -0.1331
O -1.8719 -3.4567 -0.1019
F -0.6045 -3.1216 -2.3035
N -2.7123 -0.4634 -1.4435
C -3.4987 -1.6609 -1.8520
C -4.7046 -1.6772 -2.8115
O -4.6074 -1.6840 -3.9977
F -5.9923 -1.9248 -2.3944
H -8.2983 4.1245 -2.3880
H -6.4471 0.8008 -4.0527
H -6.3179 0.4771 -2.3170
H -3.9727 0.6438 -3.9030
H -4.4584 2.3156 -3.9742
H -4.1324 2.7493 -1.7378
H -2.6764 2.1421 -2.5199
H -1.6408 1.9634 -0.7658
H -1.7110 4.0081 -1.1170
H -2.4300 6.4088 -0.4292
H -4.0217 6.5125 1.5552
H -4.8620 4.5180 2.7092
H -0.4090 1.1086 0.8318
H -3.3653 1.1419 3.6226
H -2.7973 -0.3481 3.2746
H -0.8870 2.1843 4.1039
H -2.6770 -1.0185 0.9948
H 1.3042 -1.3223 -1.8826
H 1.3750 0.3801 -2.2122
H 1.2458 -0.2702 0.7538
H 2.9807 1.6787 -0.8709
H 1.2548 2.0077 -0.6175
H 2.3450 1.8472 0.8169
H 2.8882 -1.9538 -0.6391
H 3.9241 -0.4344 -0.6554
H 4.6470 -1.5722 1.2880
H 2.7000 -3.3709 1.2561
H 1.8081 -2.1786 2.3575
H 3.3847 -2.8122 2.8393
H 2.3612 0.1259 2.5244
H 3.8630 -0.3743 3.3194
H 3.8798 0.8194 1.9351
H -2.3820 -0.0921 -2.3570
H -3.8105 -2.2264 -0.9466
H -2.8356 -2.2773 -2.5055
C 9.3948 -3.3960 0.8818
C 8.2928 -4.3381 1.3789
C 7.0334 -3.4937 1.6021
S 7.1499 -2.1108 0.4646
O 7.2812 -0.8954 1.2294
O 6.1536 -2.2577 -0.5708
C 8.7506 -2.5396 -0.2031
H 10.2546 -3.9453 0.4990
H 9.7373 -2.7623 1.7039
H 8.0958 -5.0996 0.6202
H 8.5856 -4.8553 2.2924
H 6.1261 -4.0571 1.3905
H 6.9940 -3.0931 2.6146
H 9.3113 -1.6344 -0.4275
H 8.5868 -3.1160 -1.1143
*
```

Computed properties:
Orbital gap in hartree: 0.3128
E in hartree: -3241.82171
Max |F| in Eh/bohr: 0.10607
LUMO in eV: -3.47

Density functional theory data (ωB97M-V/def2-TZVPD) for a structure of composition C46H58InN6O4STe at a distorted geometry.

```
! RIJCOSX wB97M-V def2-TZVPD def2/J DEFGRID3
* xyz 0 2
In 0.2145 1.3610 1.6509
O -1.2472 2.8677 2.3397
C -1.7469 3.7246 1.5382
C -3.1500 3.9775 1.5585
C -3.7291 4.9231 0.7616
C -2.9490 5.7299 -0.0800
C -1.5967 5.5308 -0.1251
C -0.9719 4.5208 0.6309
C 0.4251 4.3372 0.4777
N 1.1166 3.3793 0.9782
C 2.5343 3.3467 0.7929
C 3.0998 2.3536 1.7991
N 2.5604 1.0587 1.5334
C 3.3380 0.0495 1.5208
C 3.0063 -1.3261 1.3309
C 4.0053 -2.2770 1.6093
C 3.7778 -3.6240 1.4990
C 2.5221 -4.0666 1.0712
C 1.5379 -3.1716 0.7514
C 1.7238 -1.7686 0.8772
O 0.7815 -0.9611 0.5627
H -3.7495 3.3797 2.2295
H -4.8009 5.0601 0.7794
H -3.4137 6.4991 -0.6783
H -0.9717 6.1351 -0.7730
H 0.9494 5.0998 -0.1155
H 2.9755 4.3396 0.9537
H 2.7694 3.0120 -0.2260
H 2.7370 2.6520 2.7889
H 4.2023 2.3583 1.7771
H 4.4157 0.2333 1.6805
H 4.9716 -1.9142 1.9387
H 4.5544 -4.3358 1.7397
H 2.3306 -5.1275 0.9965
H 0.5749 -3.5123 0.3976
C -3.1923 -0.8398 1.8718
C -1.8897 -0.0687 1.8459
O -1.2772 0.0784 2.9274
N -1.4648 0.4332 0.7252
Te -1.5089 -1.0857 -0.8917
C -1.3130 -2.2672 -2.8374
C -1.4331 -3.6569 -2.8099
C -1.6457 -4.4457 -1.5491
C -1.3865 -4.3759 -4.0014
C -1.2112 -3.7533 -5.2235
C -1.1383 -4.5352 -6.5008
C -1.0800 -2.3708 -5.2368
C -1.1183 -1.6330 -4.0633
C -0.9766 -0.1472 -4.1275
C -3.1891 0.0151 -1.6219
C -3.1241 1.4007 -1.7653
C -1.8405 2.1584 -1.7860
C -4.3007 2.1209 -1.9324
C -5.5338 1.5031 -2.0024
C -6.7919 2.3004 -2.1655
C -5.5739 0.1171 -1.9226
C -4.4235 -0.6288 -1.7253
C -4.5217 -2.1185 -1.6268
H -3.6310 -0.7430 2.8647
H -2.9776 -1.8935 1.6767
H -3.8702 -0.4524 1.1143
H -1.4999 -3.8248 -0.6675
H -0.9554 -5.2869 -1.5138
H -2.6594 -4.8458 -1.5285
H -1.4891 -5.4533 -3.9608
H -1.3472 -5.5869 -6.3236
H -0.1438 -4.4464 -6.9379
H -1.8565 -4.1520 -7.2238
H -0.9427 -1.8566 -6.1793
H -0.4263 0.1586 -5.0143
H -0.4567 0.2137 -3.2400
H -1.9650 0.3114 -4.1611
H -1.0410 1.6000 -1.3087
H -1.9547 3.1100 -1.2732
H -1.5444 2.3744 -2.8137
H -4.2379 3.1989 -1.9929
H -6.5638 3.3602 -2.2368
H -7.4554 2.1415 -1.3172
H -7.3224 1.9980 -3.0664
H -6.5251 -0.3913 -1.9890
H -5.5578 -2.4330 -1.5344
H -3.9584 -2.4730 -0.7622
H -4.0923 -2.5788 -2.5156
O 1.2083 1.2079 3.9991
C 0.9955 0.2695 4.7433
C 0.8580 -1.1630 4.3163
C 2.0371 -1.9368 4.9510
C 3.3031 -1.0895 5.1975
C 3.3401 -0.3263 6.5344
C 2.3735 0.8688 6.5796
N 1.0755 0.4257 6.1117
H 0.8939 -1.2022 3.2301
H -0.0981 -1.5714 4.6385
H 2.3003 -2.7506 4.2732
H 1.7325 -2.3914 5.8988
H 3.4367 -0.3854 4.3731
H 4.1629 -1.7639 5.1877
H 4.3543 0.0364 6.7145
H 3.0894 -1.0178 7.3444
H 2.7054 1.6640 5.9091
H 2.2894 1.2661 7.5943
H 0.7653 -0.3941 6.6204
C 4.6559 2.2943 -2.5157
N 4.1547 1.0088 -2.1352
C 4.9965 -0.1633 -2.2100
C 4.0265 -1.3178 -1.9046
N 2.7323 -0.6653 -1.9394
C 2.8458 0.6756 -2.0304
S 1.5908 1.7369 -2.0580
H 5.3636 2.6618 -1.7668
H 3.8102 2.9786 -2.5825
H 5.1618 2.2423 -3.4848
H 5.8141 -0.0863 -1.4860
H 5.4361 -0.2484 -3.2131
H 4.2205 -1.7754 -0.9281
H 4.0691 -2.0989 -2.6687
H 1.9077 -1.0785 -1.5331
*
```

Computed properties:
ΔE to the lowest compared entry with this formula, charge and spin in kJ/mol: 34.8
Orbital gap (alpha / beta) in hartree: 0.2746 / 0.2253
E in hartree: -3273.50903
Max |F| in Eh/bohr: 0.03749
LUMO (alpha / beta) in eV: 0.30 / -1.09
<S²>: 0.756

Density functional theory data (ωB97M-V/def2-TZVPD) for a structure of composition C40H48ClCsN6O5S at a distorted geometry.

```
! RIJCOSX wB97M-V def2-TZVPD def2/J DEFGRID3
* xyz -2 1
Cs 0.1440 0.3260 0.1622
N 2.8403 0.4404 -3.8542
C 1.5578 -0.1636 -3.4762
C 1.5315 -0.7501 -2.0516
O 2.3552 -0.2345 -1.2350
N 0.6624 -1.6574 -1.6812
C -0.4344 -2.0507 -2.5446
C -1.7516 -1.2778 -2.2905
O -2.4294 -0.9619 -3.3170
O -2.0381 -0.9995 -1.1052
H 3.5385 -0.2900 -3.7857
H 3.0899 1.0445 -3.0775
H 1.3082 -0.9426 -4.1974
H 0.7712 0.5946 -3.5592
H -0.6759 -3.0989 -2.3231
H -0.2538 -1.9956 -3.6228
N 2.2908 0.0184 2.4364
C 2.8762 0.9109 3.3216
C 4.2536 0.8627 3.5511
C 4.8529 1.6658 4.5117
C 4.0812 2.5262 5.2755
C 2.7104 2.5880 5.0320
C 2.0819 1.8221 4.0581
C 0.6208 2.0279 3.7717
C -0.2927 1.8140 4.8129
C -1.6426 2.0765 4.6194
C -2.0557 2.5400 3.3712
C -1.1244 2.7072 2.3510
C 0.2668 2.4770 2.4791
H 2.7957 -0.2158 1.5913
H 1.3226 0.2193 2.2493
H 4.8503 0.1641 2.9732
H 5.9257 1.6052 4.6616
H 4.5324 3.1598 6.0308
H 2.0938 3.2878 5.5885
H 0.0552 1.4483 5.7789
H -2.3564 1.9224 5.4240
H -3.1095 2.7632 3.2009
H -1.5010 3.0405 1.3789
C -4.0010 -3.4744 7.2826
C -3.5580 -3.0432 5.9094
C -2.7077 -1.9558 5.7380
C -2.2852 -1.5592 4.4754
C -2.7303 -2.2675 3.3711
C -3.5629 -3.3687 3.5129
C -3.9792 -3.7463 4.7811
S -2.2360 -1.7212 1.7352
C -3.6511 -0.6602 1.4313
O -1.1166 -0.7545 1.9458
H -4.0052 -2.6362 7.9808
H -3.3408 -4.2413 7.6972
H -5.0098 -3.8921 7.2555
H -2.3718 -1.3954 6.6058
H -1.6296 -0.7036 4.3329
H -3.8859 -3.9232 2.6367
H -4.6393 -4.6002 4.8988
H -3.5868 0.1437 2.1693
H -4.5799 -1.2265 1.5339
H -3.5155 -0.3017 0.4086
C -5.2963 1.4845 -6.4453
C -5.9742 1.8213 -5.1087
C -6.5434 3.2408 -5.1806
C -7.1336 0.8289 -4.9499
C -4.9262 1.6702 -3.9538
O -4.7641 0.2915 -3.8009
C -5.3422 2.3614 -2.6384
C -6.6319 1.8838 -1.9727
C -6.7821 2.4688 -0.5939
C -7.5784 3.5896 -0.3776
C -7.7018 4.1594 0.8793
C -7.0122 3.6010 1.9404
Cl -7.1705 4.3038 3.5285
C -6.2001 2.4935 1.7593
C -6.0946 1.9387 0.4952
C -3.6048 2.3237 -4.4491
N -2.6848 2.7667 -3.4184
C -1.9419 2.0136 -2.5901
N -1.3323 2.7802 -1.7001
C -1.7538 4.0227 -2.0437
N -2.5856 4.0728 -3.0647
H -6.0536 1.4353 -7.2325
H -4.7946 0.5152 -6.3865
H -4.5621 2.2353 -6.7502
H -7.1697 3.3436 -6.0721
H -5.7635 4.0048 -5.2396
H -7.1671 3.4731 -4.3117
H -7.7675 0.8877 -5.8402
H -7.7684 1.0365 -4.0889
H -6.7564 -0.1903 -4.8550
H -3.8940 -0.0465 -3.4720
H -5.3716 3.4478 -2.7728
H -4.5308 2.1933 -1.9259
H -6.6203 0.7914 -1.9264
H -7.5101 2.1709 -2.5535
H -8.1147 4.0223 -1.2164
H -8.3223 5.0308 1.0442
H -5.6538 2.0821 2.5977
H -5.4531 1.0762 0.3449
H -3.8057 3.2196 -5.0324
H -3.0853 1.6031 -5.0795
H -1.9076 0.9336 -2.7074
H -1.4489 4.9202 -1.5234
*
```

Computed properties:
ΔE to the lowest compared entry with this formula, charge and spin in kJ/mol: 187.5
Orbital gap in hartree: 0.1748
E in hartree: -3136.31413
Max |F| in Eh/bohr: 0.05507
LUMO in eV: 3.64

Density functional theory data (ωB97M-V/def2-TZVPD) for the ion C6H3O3 with charge -1 at a distorted geometry.

```
! RIJCOSX wB97M-V def2-TZVPD def2/J DEFGRID3
* xyz -1 1
C -0.2477 0.1337 -0.1878
C -2.5489 -0.0762 -0.2380
C 1.8370 -0.3837 -0.3045
C 1.8254 0.4967 0.9430
C 0.7667 -0.5738 0.6949
C 1.0519 0.8474 -0.2510
O -3.5397 0.1194 0.4596
O -1.2995 0.7333 0.2032
O -2.2752 -0.8630 -1.1174
H -0.3892 -0.4994 -1.1077
H 2.5542 -0.9074 -0.8601
H 2.2651 0.9730 1.7659
*
```

Computed properties:
ΔE to the lowest compared entry with this formula, charge and spin in kJ/mol: 347.8
Orbital gap in hartree: 0.3311
E in hartree: -456.00343
Max |F| in Eh/bohr: 0.07065
LUMO in eV: 3.96
SMILES string: O=C([O-])O[C@H]1[C@]23[C@H]4[C@@H]2[C@@]143

Density functional theory data (ωB97M-V/def2-TZVPD) for a structure of composition C6H11N2O3S3 at a distorted geometry.

```
! RIJCOSX wB97M-V def2-TZVPD def2/J DEFGRID3
* xyz 1 1
C -1.7506 0.8383 0.8831
C -0.0129 -2.0495 0.0279
C 0.9966 -0.8807 -0.3754
C -1.8954 -0.3362 -1.5445
C 0.4967 0.6027 -0.4204
C 3.6350 0.0878 -0.3560
N -0.3625 1.2355 0.4280
N -2.1887 1.7087 1.9411
O -2.6914 -2.7124 -0.0410
O -1.8388 -0.5218 1.1220
O 1.2211 1.3122 -1.2032
S -2.6510 1.0912 -0.7441
S 2.3183 -0.5938 0.8835
S -1.8765 -1.5584 -0.2371
H 0.1804 -2.8363 -0.6767
H 0.0724 -2.2424 1.0892
H 1.5197 -1.1148 -1.3155
H -2.5666 -0.6654 -2.3597
H 4.3068 -0.6830 -0.4172
H 4.1340 0.9193 0.3310
H 3.0134 0.3521 -1.1899
H -0.2245 2.2971 0.3630
H -1.8591 1.5295 2.8532
H -3.1846 1.9024 1.9708
H 1.2085 2.3177 -1.0120
*
```

Computed properties:
ΔE to the lowest compared entry with this formula, charge and spin in kJ/mol: 346.3
Orbital gap in hartree: 0.2897
E in hartree: -1764.59662
Max |F| in Eh/bohr: 0.09687
LUMO in eV: -3.76